# 1
Molecular formula: C22H35O3Zr
Method: DFT, ωB97M-V/def2-TZVPD

Values from the calculation:
**Maximum force**: 1.84 eV/A
**Total charge**: +1
**Electronic energy**: -1131.86567 a.u.
**Spin multiplicity**: 1
**Highest occupied orbital energy**: -0.4179 Ha
**Lowest unoccupied orbital energy**: -2.1 eV
**HOMO-LUMO gap**: 9.3 eV

CARTESIAN COORDINATES (ANGSTROEM)
O1 0.71316 1.33766 -3.75162
C1 1.89510 0.74322 -4.41478
C2 1.90418 1.69912 -5.58444
H1 1.66742 -0.30206 -4.64306
H2 2.82067 0.81560 -3.82461
C3 0.70719 2.31856 -4.83042
H3 1.65434 1.22926 -6.53397
H4 2.77152 2.35999 -5.62221
C4 -0.54971 2.31235 -5.67093
H5 -0.79743 1.30709 -6.01484
H6 -0.36001 2.95751 -6.54489
H7 -1.40100 2.72569 -5.12076
C5 1.03833 3.70506 -4.33475
H8 1.95834 3.68108 -3.74032
H9 0.21738 4.10632 -3.72953
H10 1.18985 4.34605 -5.21583
Zr1 -0.65215 -0.43820 2.02228
C6 -0.02226 0.53893 4.13582
C7 0.92287 -0.53744 4.11464
C8 1.81646 -0.32596 3.03155
H11 1.02221 -1.30215 4.88269
C9 1.46901 0.90989 2.40160
C10 0.32687 1.45014 3.07900
H12 -0.08816 2.44173 2.91535
H13 -0.74593 0.71466 4.93044
H14 2.67063 -0.94925 2.77222
H15 2.08670 1.44034 1.67701
C11 -2.78470 -0.29259 3.19574
C12 -2.52339 1.02348 2.70263
C13 -2.53123 0.97973 1.27307
H16 -2.46917 1.92968 3.30280
C14 -2.81036 -0.37046 0.87667
C15 -3.00409 -1.14647 2.06384
H17 -3.34582 -2.17865 2.09688
H18 -2.92674 -0.57616 4.23956
H19 -2.50090 1.84092 0.60649
H20 -2.95355 -0.72301 -0.14338
O2 0.08259 -0.22378 -0.01753
C16 0.24747 1.17120 -0.54987
C17 1.66724 1.16756 -1.07550
H21 0.02725 1.91643 0.22684
H22 -0.49171 1.25973 -1.36007
C18 1.67069 -0.22137 -1.71883
H23 2.39554 1.18769 -0.26840
H24 1.87245 1.98068 -1.75982
C19 1.06147 -1.14058 -0.69864
H25 2.62048 -0.55381 -2.13371
H26 0.94711 -0.17543 -2.53678
H27 1.80741 -1.50758 0.02170
H28 0.48047 -1.97404 -1.11504
C20 -0.98739 -3.53264 4.56460
C21 -0.54208 -3.58486 3.11845
C22 -1.33814 -4.50835 2.22224
O3 -0.55646 -2.26013 2.55991
H29 -1.99979 -3.13056 4.68348
H30 -0.30181 -2.91112 5.14761
H31 -0.95264 -4.53115 5.00961
H32 0.49479 -3.94844 3.12185
H33 -2.39218 -4.21190 2.15638
H34 -0.91791 -4.50256 1.21337
H35 -1.28049 -5.53665 2.58821



# 2
Molecular formula: C3H8N3
Method: DFT, ωB97M-V/def2-TZVPD

Values from the calculation:
**Maximum force**: 1.14 eV/A
**Relative energy (zero: lowest compared OMol25 entry of this formula, charge and spin)**: 0.0 kJ/mol
**Total charge**: +1
**Electronic energy**: -283.16376 a.u.
**Spin multiplicity**: 1
**Highest occupied orbital energy**: -0.5143 Ha
**Lowest unoccupied orbital energy**: -3.1 eV
**HOMO-LUMO gap**: 10.9 eV

CARTESIAN COORDINATES (ANGSTROEM)
N1 0.43116 0.58782 -3.20190
H1 1.41806 0.76202 -3.41710
H2 -0.08988 1.41885 -3.49943
H3 0.12720 -0.18526 -3.80238
C1 0.28604 0.81968 1.29787
C2 -0.04812 0.19942 2.47239
C3 -0.55706 -1.17802 0.80159
N2 -0.04047 -0.05579 0.29173
N3 -0.56333 -1.02629 2.12943
H4 0.72328 1.79942 1.10545
H5 0.04007 0.53129 3.50689
H6 -0.90523 -2.04716 0.24350
H7 0.08924 0.11524 -0.72178
H8 -0.91095 -1.74125 2.79372



# 3
Molecular formula: C38H37AsN5O5PS2Sn
Method: DFT, ωB97M-V/def2-TZVPD

Values from the calculation:
**Maximum force**: 1.36 eV/A
**Relative energy (zero: lowest compared OMol25 entry of this formula, charge and spin)**: 17.6 kJ/mol
**Total charge**: +2
**Electronic energy**: -5707.57676 a.u.
**Spin multiplicity**: 1
**Highest occupied orbital energy**: -0.4454 Ha
**Lowest unoccupied orbital energy**: -6.3 eV
**HOMO-LUMO gap**: 5.9 eV

CARTESIAN COORDINATES (ANGSTROEM)
Sn1 -0.27343 2.32725 -0.52469
O1 -4.10062 4.95880 4.39789
C1 -3.13149 4.11598 4.00182
O2 -2.42172 3.57519 4.79030
C2 -2.96970 3.89624 2.53311
C3 -3.74672 4.32023 1.47089
N1 -3.16560 3.89041 0.34101
N2 -2.04352 3.21857 0.60810
C4 -1.91389 3.19253 1.92602
C5 -0.71004 2.41031 2.37954
O3 -0.69158 1.68266 3.32042
O4 0.28539 2.56824 1.48153
H1 -4.57713 5.36955 3.66803
H2 -4.66393 4.88714 1.42922
H3 -3.46372 4.02752 -0.61110
O5 -2.13341 1.80805 -1.57182
N3 -2.23624 1.81731 -2.91043
C6 -3.48153 1.87803 -3.43942
C7 -3.65183 1.88846 -4.79414
C8 -2.52388 1.84879 -5.61944
C9 -1.27083 1.78986 -5.05902
C10 -1.11993 1.76024 -3.66786
S1 0.42174 1.65838 -2.90000
H4 -4.27907 1.90398 -2.71259
H5 -4.65141 1.92966 -5.20163
H6 -2.63521 1.86945 -6.69535
H7 -0.37817 1.76034 -5.66727
C11 0.19261 -1.35388 -1.30631
C12 0.00326 -2.79596 -0.85146
As1 1.09368 -3.96813 -2.03090
C13 1.10798 -5.53795 -0.87996
C14 0.11013 -5.80850 0.04960
C15 0.18326 -6.94674 0.84499
C16 1.24210 -7.82862 0.70010
C17 2.22596 -7.57751 -0.24750
C18 2.15671 -6.44032 -1.03714
C19 2.81484 -3.22225 -1.50042
C20 3.22962 -3.17705 -0.16943
C21 4.45055 -2.61078 0.16341
C22 5.27137 -2.08910 -0.83111
C23 4.87063 -2.13908 -2.15763
C24 3.64429 -2.70547 -2.49071
P1 -0.48778 -0.20681 -0.06175
C25 -2.19831 -0.60563 0.30989
C26 -2.97383 -1.17843 -0.70138
C27 -4.31237 -1.45195 -0.47964
C28 -4.88877 -1.14431 0.74795
C29 -4.12986 -0.54484 1.74314
C30 -2.78883 -0.26002 1.52475
C31 0.54303 -0.52979 1.38941
C32 1.85346 -0.05692 1.32685
C33 2.74502 -0.32440 2.34843
C34 2.32818 -1.06326 3.44928
C35 1.02951 -1.54309 3.51531
C36 0.13611 -1.28280 2.48597
H8 -0.26089 -1.16756 -2.28129
H9 1.25227 -1.09407 -1.37240
H10 -1.03550 -3.11075 -0.92528
H11 0.33929 -2.94673 0.17484
H12 -0.73636 -5.14197 0.16673
H13 -0.59043 -7.14350 1.57639
H14 1.29599 -8.71755 1.31500
H15 3.04651 -8.27181 -0.37502
H16 2.92728 -6.25736 -1.77776
H17 2.60852 -3.60742 0.61019
H18 4.77090 -2.58969 1.19802
H19 6.23110 -1.65982 -0.57172
H20 5.51597 -1.75184 -2.93581
H21 3.33945 -2.75643 -3.52990
H22 -2.53341 -1.41905 -1.66274
H23 -4.90675 -1.90773 -1.26066
H24 -5.93109 -1.37479 0.92722
H25 -4.57695 -0.30340 2.69877
H26 -2.21254 0.20962 2.31409
H27 2.18840 0.52750 0.47165
H28 3.76115 0.04281 2.29019
H29 3.01887 -1.26301 4.25840
H30 0.70210 -2.11043 4.37628
H31 -0.87021 -1.67505 2.54527
C37 3.58228 6.80521 0.50646
N4 2.52879 6.18158 -0.29122
C38 1.82187 5.14150 0.10999
N5 2.05810 4.58073 1.27680
S2 0.58776 4.61414 -1.01828
H32 3.98255 7.64294 -0.05426
H33 4.39109 6.09853 0.69698
H34 3.18257 7.18010 1.44951
H35 2.32807 6.55298 -1.20588
H36 2.78685 4.93182 1.87846
H37 1.48127 3.80095 1.59413



# 4
Molecular formula: C6H10O2
Method: DFT, ωB97M-V/def2-TZVPD

Values from the calculation:
**Maximum force**: 2.90 eV/A
**Relative energy (zero: lowest compared OMol25 entry of this formula, charge and spin)**: 280.4 kJ/mol
**Total charge**: 0
**Electronic energy**: -384.99560 a.u.
**Spin multiplicity**: 1
**Highest occupied orbital energy**: -0.3583 Ha
**Lowest unoccupied orbital energy**: 1.0 eV
**HOMO-LUMO gap**: 10.8 eV

CARTESIAN COORDINATES (ANGSTROEM)
C1 2.38893 0.26380 -2.34066
C2 2.17500 0.26326 -0.99208
C3 1.04406 -0.50260 -0.44424
O1 0.31928 0.29441 0.50004
C4 -1.09391 0.15322 0.49074
C5 -1.85735 1.06934 1.44358
O2 -2.27702 -0.07159 2.16469
C6 -1.61764 -1.00984 1.31135
H1 3.22703 0.78892 -2.79235
H2 1.76529 -0.29461 -2.99500
H3 2.83379 0.87021 -0.33589
H4 1.40592 -1.35646 0.16249
H5 0.35126 -0.85164 -1.25338
H6 -1.54707 0.22923 -0.49650
H7 -2.67669 1.62529 0.90704
H8 -1.29334 1.81064 2.04453
H9 -0.85476 -1.59455 1.86895
H10 -2.29278 -1.68702 0.75670



# 5
Molecular formula: C16H18BFN6Tc
Method: DFT, ωB97M-V/def2-TZVPD

Values from the calculation:
**Maximum force**: 4.15 eV/A
**Total charge**: +2
**Electronic energy**: -1153.79233 a.u.
**Spin multiplicity**: 4
**Highest occupied orbital energy (spin up / spin down)**: -0.5465 / -0.5418 Ha
**Lowest unoccupied orbital energy (spin up / spin down)**: -7.9 / -10.3 eV
**HOMO-LUMO gap (spin up / spin down)**: 7.0 / 4.4 eV

CARTESIAN COORDINATES (ANGSTROEM)
H1 1.56234 3.48331 -0.14135
N1 0.79890 1.80376 -1.31312
B1 -0.20619 0.39323 -3.24034
N2 0.29547 1.72780 -2.60636
C1 0.58916 2.88242 -3.23629
Tc1 2.26099 0.75098 -0.48818
H2 0.33376 3.02128 -4.27989
C2 1.22857 3.73203 -2.34290
H3 1.61705 4.70652 -2.55486
C3 1.35834 3.05485 -1.12244
H4 -0.06807 0.53349 -4.44686
C4 -2.06727 -2.60066 2.40170
H5 -1.42954 -2.99656 3.19940
H6 -1.43048 -2.19871 1.60460
H7 -2.67027 -3.42040 1.99639
N3 -1.74579 0.05143 -3.12062
N4 0.87566 -0.66596 -2.79583
N5 -2.53356 0.01161 -1.98420
N6 1.43264 -0.72675 -1.51196
C5 -2.50390 -0.26507 -4.21131
C6 1.60883 -1.46913 -3.59125
H8 -2.03087 -0.25675 -5.18136
H9 1.38373 -1.55352 -4.64964
C7 -3.79050 -0.56533 -3.77581
C8 2.60113 -2.08094 -2.83285
C9 -3.75067 -0.39042 -2.36975
C10 2.47379 -1.63772 -1.51520
H10 -4.61809 -0.86758 -4.37487
H11 3.36174 -2.75105 -3.18018
H12 -4.55630 -0.57278 -1.68059
H13 2.89627 -2.08873 -0.61961
H14 -2.69210 -1.84925 2.78402
F1 4.66316 0.76081 5.21341
C11 4.02864 0.73652 3.98941
C12 4.80692 0.80653 2.83434
C13 4.14888 0.77261 1.59627
C14 2.74773 0.68585 1.51273
C15 1.99701 0.60181 2.69752
C16 2.63810 0.63320 3.95980
H15 5.89389 0.88626 2.89855
H16 4.73958 0.81725 0.67983
H17 0.91144 0.51658 2.63959
H18 2.06986 0.57797 4.89399



# 6
Molecular formula: C3H6N2OS
Method: DFT, ωB97M-V/def2-TZVPD

Values from the calculation:
**Maximum force**: 8.52 eV/A
**Relative energy (zero: lowest compared OMol25 entry of this formula, charge and spin)**: 507.7 kJ/mol
**Total charge**: 0
**Electronic energy**: -700.69583 a.u.
**Spin multiplicity**: 1
**Highest occupied orbital energy**: -0.3083 Ha
**Lowest unoccupied orbital energy**: 0.2 eV
**HOMO-LUMO gap**: 8.6 eV

CARTESIAN COORDINATES (ANGSTROEM)
C1 2.07293 1.25755 0.08093
O1 2.13330 -0.08346 -0.26476
C2 0.83472 -0.65477 -0.08154
N1 -0.21175 -0.08053 -0.08526
N2 -1.39818 -0.94945 -0.04620
C3 -2.69220 -0.58549 0.12175
S1 -3.61497 0.88549 -0.14009
H1 3.23867 1.54736 0.18951
H2 1.54627 2.21396 -0.66959
H3 1.64911 1.59337 0.94890
H4 0.92204 -1.83007 -0.17628
H5 -1.18175 -1.88762 -0.08293
H6 -3.29819 -1.42636 0.20556